This record from OMol25 describes 5 unconnected molecules or ions with the total composition C34H63FO5P2S in a non-equilibrium geometry. The level of theory is ωB97M-V/def2-TZVPD.

Results
charge	0
multiplicity	1
highest occupied orbital energy	-9.5	eV
electronic energy	-2890.3411	Ha
LUMO	-1.552	eV
structure (SMILES)	O=C1C=C(S)C(=O)c2cc(PP(=O)(O)O)c(F)cc21.CCCCCC.CCCCCC.CCCCCC.CCCCCC

Each atom is followed by the atoms it is bonded to, with distances in Å.
Geometry (Å):
1 O 3.153 7.758 3.569  C2 1.199
2 C 3.271 7.198 2.516  O1 1.199, C3 1.484, C19 1.486
3 C 4.587 6.814 1.946  C2 1.484, C4 1.331, H20 1.078
4 C 4.735 6.815 0.623  C3 1.331, S5 1.768, C6 1.496
5 S 6.278 6.418 -0.142  C4 1.768, H21 1.340
6 C 3.586 7.217 -0.247  C4 1.496, O7 1.194, C8 1.486
7 O 3.726 7.827 -1.263  C6 1.194
8 C 2.259 6.823 0.292  C6 1.486, C9 1.388, C19 1.390
9 C 1.213 6.470 -0.550  C8 1.388, C10 1.400, H22 1.078
10 C -0.008 6.071 0.008  C9 1.400, P11 1.819, C16 1.394
11 P -1.335 5.550 -1.121  C10 1.819, P12 2.171, H23 1.402
12 P -0.917 3.447 -1.464  P11 2.171, O13 1.458, O14 1.597, O15 1.623
13 O -2.131 2.640 -1.491  P12 1.458
14 O -0.043 3.352 -2.797  P12 1.597, H24 0.965
15 O 0.095 2.945 -0.300  P12 1.623, H25 0.970
16 C -0.136 6.085 1.397  C10 1.394, F17 1.341, C18 1.386
17 F -1.301 5.706 1.941  C16 1.341
18 C 0.891 6.466 2.245  C16 1.386, C19 1.390, H26 1.078
19 C 2.108 6.818 1.673  C2 1.486, C8 1.390, C18 1.390
20 H 5.381 6.558 2.628  C3 1.078
21 H 5.810 5.456 -0.949  S5 1.340
22 H 1.334 6.494 -1.621  C9 1.078
23 H -2.519 5.553 -0.371  P11 1.402
24 H 0.844 3.031 -2.590  O14 0.965
25 H 0.845 3.558 -0.245  O15 0.970
26 H 0.765 6.487 3.316  C18 1.078
27 C -8.582 4.253 -1.141  C28 1.526, H33 1.091, H34 1.091, H35 1.092
28 C -8.235 5.232 -0.022  C27 1.526, C29 1.528, H36 1.093, H37 1.093
29 C -7.095 6.183 -0.379  C28 1.528, C30 1.529, H38 1.094, H39 1.095
30 C -5.757 5.502 -0.667  C29 1.529, C31 1.530, H40 1.096, H41 1.093
31 C -5.215 4.626 0.465  C30 1.530, C32 1.527, H42 1.094, H43 1.093
32 C -4.924 5.406 1.745  C31 1.527, H44 1.093, H45 1.091, H46 1.091
33 H -7.740 3.602 -1.383  C27 1.091
34 H -9.416 3.614 -0.849  C27 1.091
35 H -8.870 4.787 -2.048  C27 1.092
36 H -7.993 4.677 0.888  C28 1.093
37 H -9.121 5.828 0.212  C28 1.093
38 H -6.970 6.906 0.432  C29 1.094
39 H -7.382 6.768 -1.258  C29 1.095
40 H -5.018 6.277 -0.901  C30 1.096
41 H -5.845 4.892 -1.571  C30 1.093
42 H -4.291 4.150 0.124  C31 1.094
43 H -5.909 3.811 0.683  C31 1.093
44 H -4.195 6.199 1.563  C32 1.093
45 H -4.514 4.747 2.512  C32 1.091
46 H -5.826 5.863 2.155  C32 1.091
47 C 3.770 1.581 -0.134  C48 1.528, H53 1.090, H54 1.092, H55 1.094
48 C 2.695 0.509 -0.299  C47 1.528, C49 1.526, H56 1.093, H57 1.093
49 C 2.148 -0.011 1.028  C48 1.526, C50 1.529, H58 1.093, H59 1.095
50 C 3.169 -0.714 1.924  C49 1.529, C51 1.527, H60 1.094, H61 1.094
51 C 3.845 -1.921 1.276  C50 1.527, C52 1.527, H62 1.093, H63 1.094
52 C 2.846 -3.019 0.914  C51 1.527, H64 1.092, H65 1.091, H66 1.091
53 H 4.646 1.200 0.393  C47 1.090
54 H 4.109 1.943 -1.107  C47 1.092
55 H 3.384 2.436 0.429  C47 1.094
56 H 3.088 -0.315 -0.900  C48 1.093
57 H 1.861 0.931 -0.867  C48 1.093
58 H 1.318 -0.693 0.824  C49 1.093
59 H 1.713 0.825 1.584  C49 1.095
60 H 2.659 -1.045 2.833  C50 1.094
61 H 3.931 0.000 2.251  C50 1.094
62 H 4.583 -2.327 1.973  C51 1.093
63 H 4.402 -1.618 0.386  C51 1.094
64 H 2.311 -3.358 1.804  C52 1.092
65 H 3.352 -3.882 0.480  C52 1.091
66 H 2.111 -2.670 0.186  C52 1.091
67 C 3.893 -5.477 -2.435  C68 1.526, H73 1.091, H74 1.091, H75 1.092
68 C 2.748 -6.478 -2.562  C67 1.526, C69 1.529, H76 1.093, H77 1.093
69 C 2.204 -6.949 -1.213  C68 1.529, C70 1.529, H78 1.094, H79 1.095
70 C 3.212 -7.691 -0.334  C69 1.529, C71 1.528, H80 1.095, H81 1.094
71 C 3.835 -8.929 -0.975  C70 1.528, C72 1.526, H82 1.093, H83 1.093
72 C 2.817 -10.013 -1.316  C71 1.526, H84 1.092, H85 1.091, H86 1.091
73 H 4.755 -5.909 -1.926  C67 1.091
74 H 4.225 -5.144 -3.419  C67 1.091
75 H 3.567 -4.598 -1.874  C67 1.092
76 H 3.071 -7.333 -3.163  C68 1.093
77 H 1.930 -6.009 -3.116  C68 1.093
78 H 1.331 -7.585 -1.386  C69 1.094
79 H 1.834 -6.080 -0.658  C69 1.095
80 H 2.710 -7.985 0.593  C70 1.095
81 H 4.011 -7.005 -0.036  C70 1.094
82 H 4.572 -9.344 -0.282  C71 1.093
83 H 4.389 -8.651 -1.876  C71 1.093
84 H 2.282 -10.339 -0.422  C72 1.092
85 H 3.311 -10.886 -1.746  C72 1.091
86 H 2.082 -9.663 -2.043  C72 1.091
87 C -1.174 -2.240 -0.495  C88 1.525, H93 1.092, H94 1.091, H95 1.092
88 C -2.218 -3.340 -0.655  C87 1.525, C89 1.527, H96 1.094, H97 1.093
89 C -2.732 -3.881 0.678  C88 1.527, C90 1.531, H98 1.094, H99 1.094
90 C -1.658 -4.526 1.558  C89 1.531, C91 1.528, H100 1.095, H101 1.094
91 C -0.892 -5.676 0.903  C90 1.528, C92 1.526, H102 1.094, H103 1.094
92 C -1.776 -6.861 0.527  C91 1.526, H104 1.092, H105 1.091, H106 1.091
93 H -0.291 -2.606 0.034  C87 1.092
94 H -0.846 -1.873 -1.468  C87 1.091
95 H -1.579 -1.393 0.062  C87 1.092
96 H -1.803 -4.154 -1.255  C88 1.094
97 H -3.066 -2.946 -1.221  C88 1.093
98 H -3.530 -4.602 0.484  C89 1.094
99 H -3.196 -3.065 1.240  C89 1.094
100 H -2.133 -4.891 2.474  C90 1.095
101 H -0.941 -3.763 1.876  C90 1.094
102 H -0.121 -6.018 1.599  C91 1.094
103 H -0.363 -5.319 0.015  C91 1.094
104 H -2.282 -7.263 1.408  C92 1.092
105 H -1.180 -7.663 0.089  C92 1.091
106 H -2.537 -6.582 -0.203  C92 1.091